Computed, not measured: a 6-piece molecular cluster, C32H66O9S overall, with ωB97M-V/def2-TZVPD.

Structure (XYZ):
```
108
C32H66O9S (ωB97M-V/def2-TZVPD)
C -1.43829 -4.96820 3.45533
O -1.03653 -4.80797 2.11367
C -1.70369 -5.76117 1.30594
C -1.13272 -5.80915 -0.11429
C 0.36323 -5.46855 -0.22164
C 0.68486 -4.18337 -1.01298
C 1.98454 -3.51034 -0.52702
C 1.86686 -2.13728 0.14230
C 1.99504 -0.98786 -0.85330
C 2.09901 0.39049 -0.20768
C 0.98032 0.84565 0.72264
C -0.40662 0.85596 0.06504
C -1.44605 0.03505 0.82895
O -2.74491 0.47263 0.39786
S -4.06812 -0.39252 0.80049
O -4.28435 -0.16814 2.21414
O -3.55007 -1.92082 0.67661
H -2.48620 -4.66821 3.58379
H -0.82187 -4.34891 4.10389
H -1.35148 -6.01165 3.77363
H -1.63266 -6.74795 1.76819
H -2.76429 -5.48647 1.24709
H -1.74420 -5.18807 -0.77090
H -1.26410 -6.83119 -0.47601
H 0.83223 -5.39531 0.75568
H 0.83717 -6.29769 -0.74996
H 0.82976 -4.44838 -2.06123
H -0.17122 -3.50514 -0.98246
H 2.64780 -3.38051 -1.38566
H 2.48989 -4.19011 0.15922
H 0.94065 -2.04024 0.71563
H 2.68423 -2.04533 0.86293
H 1.23018 -1.04881 -1.63229
H 2.95148 -1.13746 -1.36452
H 3.01725 0.37136 0.38981
H 2.24972 1.15356 -0.97541
H 0.95685 0.19246 1.59811
H 1.20145 1.86160 1.03871
H -0.39540 0.46328 -0.95455
H -0.82154 1.86209 -0.00123
H -1.32069 0.17959 1.90479
H -1.27938 -1.02145 0.60866
H -2.83168 -2.09479 1.30611
C 0.16427 5.01999 -3.67898
C -0.96453 5.56753 -2.80744
C -1.04707 4.51793 -1.71281
O 0.27688 4.00082 -1.54949
C 1.10232 4.43621 -2.63156
H 0.64521 5.77447 -4.30093
H -0.21121 4.22894 -4.33275
H -0.67924 6.52529 -2.38261
H -1.90651 5.69386 -3.34215
H -1.70839 3.69094 -2.00045
H -1.39165 4.92508 -0.76177
H 1.79890 5.19437 -2.25336
H 1.68155 3.58939 -3.00344
C 0.66583 9.10639 1.05883
C -0.82929 9.13294 1.36591
C -1.41362 8.50580 0.10749
O -0.43412 7.58101 -0.37232
C 0.80330 7.78495 0.31492
H 1.29754 9.15814 1.94416
H 0.92875 9.93933 0.40287
H -1.04422 8.50663 2.23439
H -1.22135 10.12994 1.56028
H -1.59115 9.25985 -0.66705
H -2.34733 7.97290 0.29101
H 0.95774 6.95111 1.00783
H 1.61783 7.78544 -0.41051
C 5.14506 3.67782 2.74069
C 4.58621 3.57544 4.15746
C 3.13016 3.21962 3.88789
O 3.11852 2.46446 2.67510
C 4.39046 2.56159 2.03146
H 6.22584 3.55781 2.68379
H 4.88565 4.64511 2.30452
H 5.07974 2.76427 4.69736
H 4.69585 4.48818 4.74111
H 2.52132 4.11917 3.74498
H 2.68265 2.62308 4.68351
H 4.90972 1.60230 2.13691
H 4.23821 2.75663 0.96916
C -0.65173 -10.87983 2.47784
C -0.33180 -11.03382 3.96248
C -0.00414 -9.59908 4.35681
O -0.79965 -8.75870 3.51588
C -1.36551 -9.53585 2.45680
H -1.25919 -11.68560 2.06924
H 0.27450 -10.82486 1.90166
H -1.21435 -11.38269 4.50299
H 0.48616 -11.72286 4.16633
H 1.05224 -9.36968 4.18174
H -0.23686 -9.38060 5.39931
H -2.43875 -9.65346 2.64259
H -1.23363 -9.00384 1.51330
C -3.09808 1.45503 -7.16961
C -3.60308 1.46460 -5.72889
C -2.30672 1.63736 -4.94961
O -1.43486 2.40349 -5.78546
C -1.97207 2.47823 -7.10724
H -3.85959 1.71156 -7.90446
H -2.69975 0.46951 -7.42077
H -4.25842 2.32340 -5.56735
H -4.14676 0.56454 -5.44670
H -1.83383 0.67093 -4.74486
H -2.44413 2.16089 -4.00248
H -2.34957 3.49309 -7.27443
H -1.17672 2.28285 -7.82721
```

Electronic energy (hartree): -2334.089382
Spin multiplicity: 1
ΔE to the lowest compared entry with this formula, charge and spin (eV): 0.139
Frontier orbital gap (eV): 9.73
E_LUMO (eV): 0.729
Largest force on an atom (Eh/bohr): 0.018